Entry 1:
DFT (wB97M-V/def2-TZVPD) results for one molecule with the formula C5H8O at a distorted geometry.

Geometry as XYZ:
```
14
Properties=species:S:1:pos:R:3:forces:R:3
O -1.79495 -1.08699 -0.11538 0.1 -0.1 0.0
C -0.52525 -0.72710 -0.61632 0.1 0.0 0.0
C -2.49111 0.00823 0.42807 -0.2 0.2 0.1
C 2.95172 0.43429 0.42641 0.5 -0.2 0.2
C 0.43773 -0.26797 0.40203 0.8 0.0 -0.4
C 1.64818 0.34656 0.06849 -0.6 0.0 -0.4
H -1.91931 0.48939 1.23426 -0.1 -0.1 -0.1
H -3.43323 -0.37077 0.83235 0.2 0.1 -0.1
H 1.59912 1.04966 -0.76651 -1.0 0.5 0.0
H 3.46835 1.34832 0.14062 0.1 -0.4 -0.2
H -2.71526 0.76269 -0.34443 0.1 -0.1 0.1
H -0.65145 0.01829 -1.43002 0.2 0.0 0.2
H -0.13257 -1.64019 -1.09150 0.1 0.1 0.1
H 3.55803 -0.36441 0.83194 -0.2 0.0 0.5
```
Positions in Å, forces in eV/Å.

Computed properties:
* gap between HOMO and LUMO (alpha / beta): 7.691 / 7.517 eV

So, what does the natural (NBO) scheme give us? The charges, in e, come out as: -0.531 -0.228 -0.261 -0.300 0.145 -0.414 0.183 0.196 0.243 0.192 0.158 0.190 0.232 0.195

***

Entry 2:
DFT (wB97M-V/def2-TZVPD) results for C40H78F3O38Rb3 as an isolated structure at a distorted geometry.

Geometry as XYZ:
```
162
Properties=species:S:1:pos:R:3:forces:R:3
Rb -3.63431 0.67362 2.81997 0.6 0.5 -0.4
Rb -3.05020 -3.04714 3.43954 1.0 0.1 0.0
Rb -4.26331 -2.97657 -0.44638 0.6 0.4 -0.7
F 0.02520 -0.10502 -1.55343 1.5 0.8 0.7
F -1.91109 0.71104 -1.44681 -0.5 -1.3 0.5
F -1.45179 -1.46917 -1.87528 -1.8 0.1 0.9
O -5.96269 1.75169 -1.65280 -1.6 -0.2 2.5
O -6.26294 -2.24012 -3.79016 -0.4 0.1 -0.3
O -4.83178 -2.55242 -5.68185 -1.7 0.2 3.2
O 3.32456 2.53353 -4.27975 -0.2 0.7 2.2
O 1.43413 5.41273 4.43981 1.4 1.0 0.3
O -1.90061 -5.61617 -4.09564 0.0 -0.2 1.9
O -2.11497 3.96551 6.38030 -0.9 -0.5 1.3
O 1.84090 -1.84977 4.47533 -1.2 0.1 -0.3
O -2.29698 -3.97118 -2.54574 0.1 -1.0 0.3
O -1.82901 6.61152 1.60688 -1.0 2.7 2.4
O 3.04687 -3.61593 -2.28592 -0.8 0.2 -0.7
O 3.88311 0.70545 2.13102 1.0 -0.1 -3.5
O 5.40391 0.24637 0.38123 -0.8 1.0 1.5
O -0.21660 -2.81048 4.77678 0.9 -0.1 0.1
O 3.18641 0.12908 0.05466 0.4 0.6 1.4
O 1.91672 -2.91311 -4.15715 1.4 -1.2 0.1
O 5.03736 -2.48124 3.15226 -0.7 0.8 -1.0
O -2.20383 2.20658 5.03343 -0.7 -1.9 -3.0
O 1.43891 2.06220 -3.00481 -1.0 -0.4 0.1
O -2.31034 4.94099 0.45619 -1.0 -0.4 0.3
O 4.74678 -4.59246 2.40381 -1.3 1.8 0.0
O -1.11497 0.41569 1.36020 0.5 -0.9 -0.8
O 3.43503 4.66442 5.40658 -2.3 0.2 -1.2
O 0.77688 -0.86024 -8.07113 -0.7 -0.4 2.5
O 3.20753 -2.90756 2.09662 -1.4 -0.6 0.5
O -0.11318 5.57627 0.54407 -3.2 0.1 1.5
O 3.91674 -3.81076 -4.33633 -1.4 0.8 -1.3
O 0.34110 0.47633 -6.35767 -0.8 -0.2 0.3
O -0.46090 -1.68138 -6.21836 1.2 2.0 -1.1
O 1.71392 -3.55488 5.77154 -0.3 1.5 -0.8
O 2.89426 3.69626 -2.43904 0.4 0.1 -0.1
O -4.94668 1.02122 0.25603 -1.5 -0.4 -0.3
O -7.21547 1.60001 0.18728 2.2 -0.9 -1.9
O 1.61736 3.37900 5.01764 -0.6 -2.2 0.3
O -1.40840 -6.04517 -1.94549 -1.0 0.5 -2.5
O -2.12588 -1.61519 1.01781 -0.6 1.1 -1.2
O -2.46450 2.02629 7.30209 -0.7 1.2 -0.8
O -4.46713 -1.28175 -3.87754 2.2 0.5 1.9
C -1.18176 -0.39331 -1.09276 0.7 0.2 0.2
C -5.96027 1.34894 -0.35638 0.1 2.1 0.0
C 0.09959 1.23829 1.42886 -0.9 -0.1 -1.4
C -2.01824 3.78982 -0.27858 0.9 -0.8 -1.2
C 4.34399 -3.43595 2.53053 1.6 -2.0 0.2
C 1.24232 -0.90197 3.54216 0.0 0.7 0.8
C 1.99973 6.70268 4.02157 0.3 -0.1 -0.7
C 3.08690 1.48051 -5.19421 -2.1 -0.5 -1.0
C -2.27041 0.60544 7.38027 -0.5 0.9 -1.0
C -7.50771 1.50778 1.56011 -1.5 -0.2 0.6
C -4.81859 1.56631 -2.45928 0.4 -0.8 -0.5
C 3.39848 -0.00874 -1.36697 -0.2 0.3 0.7
C 2.93691 -3.47392 -3.49246 1.5 -0.3 1.3
C 2.29248 4.51252 4.98532 1.8 0.5 0.8
C 0.00406 2.25489 2.49636 0.9 0.7 1.5
C 2.30929 2.19941 5.55766 0.5 0.8 0.8
C -0.43351 0.93762 -5.18580 0.5 -0.5 -0.7
C 0.75349 -2.56519 -3.43714 -0.3 1.3 -0.2
C -1.08111 -5.72328 -0.62627 1.0 0.9 0.8
C 1.11996 -4.62713 6.44141 0.6 -2.2 0.0
C -1.31932 5.69096 0.90859 4.6 -1.3 -3.3
C 2.39754 2.73104 -3.20519 3.0 -0.4 -1.7
C -1.80078 4.94414 5.41029 0.3 0.5 -0.7
C -2.50007 -4.92751 -5.23533 0.3 1.1 0.6
C -1.13315 -0.77086 0.47377 -1.7 -1.0 2.2
C 0.14527 -0.76935 -6.78555 0.2 -1.7 -1.6
C -7.37728 -3.00946 -4.23835 0.9 -1.2 -0.2
C 0.99685 -2.74176 4.98990 -0.1 -0.1 0.0
C 6.30258 -2.83935 3.66894 0.5 0.1 0.3
C -2.33999 2.68817 6.09656 1.9 1.2 3.9
C 6.57231 0.56863 1.22700 -0.6 0.0 0.0
C -0.97654 7.66069 2.14167 0.3 -0.2 0.2
C -5.15876 -2.12813 -4.55839 -0.5 -0.7 -3.2
C 0.99558 -2.18313 -8.63680 -1.2 -0.6 0.6
C 4.16029 0.45892 0.94039 0.0 -1.4 1.4
C -3.10557 -1.09118 -4.23693 0.4 1.8 -1.5
C -1.89608 -5.08267 -2.84201 -0.1 -1.1 -0.6
C 2.31182 3.88664 -1.13456 -0.6 0.0 0.2
C 5.10092 -4.47976 -3.94276 -0.3 -0.8 0.6
C 2.18036 -3.80469 1.53758 1.7 0.7 -1.3
H 0.18763 -4.99732 6.01500 -0.3 0.7 0.3
H 5.82646 -3.78463 -3.52028 0.0 -0.1 -0.1
H -3.09827 -0.69144 -5.25096 0.1 -0.3 -0.2
H 0.88968 -2.99858 -7.92131 0.5 0.4 0.7
H 1.18161 -4.53688 7.52592 -0.6 0.6 -0.1
H 1.87597 -0.01507 3.54184 0.6 -0.6 -0.4
H 1.07861 -1.32960 2.55300 0.3 -0.1 0.2
H -8.55247 1.20516 1.63077 -0.2 0.1 -0.5
H 0.13940 1.73160 0.45770 0.6 0.0 -0.1
H -3.93497 2.12417 -2.14927 -0.2 -0.1 0.3
H 6.32405 0.53427 2.28780 -0.2 -0.2 -0.2
H 0.31236 -0.48571 3.92945 -0.3 -0.6 0.1
H -2.23119 2.88242 0.28655 0.0 0.1 0.1
H 2.68695 4.79041 -0.65437 0.1 0.2 -0.8
H 1.18707 7.42724 3.96963 0.1 -0.4 0.2
H 2.68018 -4.19591 0.65145 -0.5 -0.3 -0.2
H 0.88579 -2.39954 -2.36795 0.3 -0.5 -0.1
H 6.06940 -3.31297 4.62256 0.8 -0.5 -0.1
H -1.18891 0.48884 7.31056 -0.2 -0.8 0.2
H 0.03524 1.87291 -4.87985 -0.1 -0.4 -0.1
H -3.58818 -4.96749 -5.28554 0.0 -0.5 0.4
H 6.90169 -1.94491 3.83968 -0.6 0.4 0.2
H 1.22780 3.95698 -1.22435 0.1 0.0 0.1
H -2.06556 -5.35630 -6.13835 0.1 0.0 0.4
H -7.08240 0.70031 2.15610 1.1 0.3 -0.2
H -7.54509 2.49845 2.01319 0.8 -0.1 0.2
H 0.98795 2.71133 2.60456 0.3 0.1 -0.5
H -0.38269 0.18347 -4.40045 0.1 0.2 0.0
H 2.77822 0.53036 -4.75830 -0.4 0.3 0.6
H 1.79741 -5.45714 6.24083 0.2 -0.1 0.0
H 3.66692 0.98126 -1.73568 0.2 -0.3 -0.3
H 0.56048 -1.58970 -3.88354 -0.7 -0.1 0.3
H -0.63996 3.13183 2.43060 -0.5 -0.4 -0.4
H -0.77481 4.84416 5.05604 -0.1 -0.4 -0.1
H -2.50326 4.95750 4.57696 0.0 -0.2 0.0
H 2.59511 2.39587 6.59101 0.5 0.5 -0.2
H -0.55017 -6.52556 -0.11387 -0.1 -0.5 -0.8
H -0.06893 -3.24272 -3.66663 0.2 0.0 0.1
H -0.35248 -4.91262 -0.63097 -0.3 0.4 0.2
H 4.84463 -5.27705 -3.24510 0.1 0.2 0.4
H 1.81238 -4.65979 2.10458 0.4 0.4 0.7
H -0.22853 7.92288 1.39345 -0.1 0.0 0.2
H 2.59020 3.10289 -0.43005 -0.1 -0.5 -0.4
H 5.46681 -5.01154 -4.82107 0.1 0.5 -0.1
H 2.39195 -0.27098 -1.69289 0.4 -0.1 -0.4
H -2.55598 3.76251 -1.22631 -0.6 0.3 0.3
H 0.16535 -2.46429 -9.28469 0.1 0.7 -0.6
H -0.04706 1.82432 3.49641 -0.7 -0.2 0.0
H -0.50569 7.33588 3.06951 0.1 -0.5 -0.3
H -0.98565 3.78741 -0.62768 0.2 0.0 0.5
H -7.55314 -2.83800 -5.30032 -0.2 -0.1 0.2
H 4.14124 -0.77787 -1.57875 -0.1 0.1 -0.1
H -2.26208 -3.86842 -5.13640 0.2 -0.1 -0.4
H -2.77283 0.23083 8.27209 0.6 0.4 0.2
H -1.57080 8.51778 2.45847 -0.4 -0.2 -0.7
H 3.81914 1.12581 -5.91955 1.3 1.1 0.7
H 2.43517 6.57079 3.03107 -0.4 -0.1 -0.2
H -2.82359 0.14897 6.55947 0.4 -0.3 -0.3
H 2.82642 7.16070 4.56463 -0.3 -0.7 0.9
H 2.31631 1.85082 -5.87035 -0.4 -0.4 0.1
H -2.42170 -1.93991 -4.22722 -0.5 -0.1 0.5
H 1.69710 1.31406 5.72931 -0.8 0.4 -1.0
H -1.91601 -5.51846 0.04387 -0.4 0.4 -0.3
H -1.47629 1.10036 -5.45823 0.1 0.0 -0.2
H -0.27588 -1.42894 0.61565 1.1 0.9 -0.5
H -1.83906 5.91526 5.90382 -0.3 -0.2 0.2
H -7.00346 -4.01349 -4.03765 -0.8 -0.5 -0.6
H 1.95906 -2.26670 -9.13962 -0.2 0.5 0.1
H -5.11780 1.89554 -3.45436 0.0 0.0 0.1
H 3.17948 1.96463 4.94468 -0.1 0.0 0.1
H 1.39546 -3.11859 1.21929 0.0 -0.2 0.2
H 6.91040 1.58372 1.01870 0.0 -0.1 -0.3
H -4.64849 0.48979 -2.47583 0.5 0.2 -0.2
H -8.25380 -2.85328 -3.60953 0.3 0.5 -0.1
H 1.00736 0.66146 1.60584 -0.2 -0.3 -0.4
H -2.78366 -0.23951 -3.63766 0.2 -0.5 0.3
H 7.34487 -0.16473 0.99584 -0.2 0.1 -0.1
H 6.91964 -3.38385 2.95419 -0.5 -0.7 0.2
```
Positions in Å, forces in eV/Å.

Computed properties:
* gap between HOMO and LUMO: 7.402 eV
* total charge: +2

Here are the Mulliken charges for atoms 1 to 99, given in e: 0.691 1.054 0.909 -0.098 -0.063 0.069 -0.375 -0.154 -0.622 -0.459 -0.095 -0.369 -0.372 -0.212 0.000 -0.382 -0.524 -0.402 -0.353 -0.444 0.351 -0.172 -0.085 -0.155 0.014 -0.383 -0.598 1.127 -0.600 -0.358 0.154 -0.589 -0.344 -0.371 -0.454 -0.302 -0.437 -0.066 -0.348 -0.076 -0.387 -0.847 -0.404 -0.051 0.288 0.514 1.081 0.487 0.520 0.250 -0.809 -0.539 -0.470 -0.647 0.081 -0.356 0.670 0.521 -1.196 -0.734 -0.327 0.275 -0.331 -0.744 0.915 0.385 -0.092 -0.048 0.166 0.703 -0.781 0.569 -0.830 0.598 -0.682 -0.394 0.608 -0.707 0.031 -0.091 0.392 -0.033 -0.690 -0.124 0.318 0.270 0.629 0.265 0.280 -0.225 -0.275 0.315 0.209 -0.141 0.237 0.412 0.036 0.248 0.260